The following is a DFT calculation (ωB97M-V/def2-TZVPD) of a single C4H4S molecule at a distorted geometry.

```
9
Properties=species:S:1:pos:R:3:forces:R:3:mulliken_charge:R:1
C -1.12267 -1.05096 0.10184 0.40 4.57 -1.18 -0.787
C -0.81050 0.27111 -0.10084 -0.53 -0.08 1.56 -0.032
C 0.54745 0.85460 0.02541 -0.40 1.44 -0.90 -0.038
C 1.70092 0.26205 -0.04703 1.15 -0.32 0.41 0.079
S 3.16951 -0.25862 0.00548 -0.42 -0.13 -0.15 -0.329
H -0.51594 -1.87369 0.11118 2.12 -1.54 0.31 0.330
H -2.11121 -1.28832 0.01994 -2.67 -0.57 -0.01 0.286
H -1.61561 1.10243 -0.11478 1.17 -1.87 -0.19 0.239
H 0.75806 1.98139 -0.00120 -0.83 -1.50 0.15 0.253
```
Forces are in eV/Å.

The value obtained for the molecular weight is 84.1 g/mol. The SMILES is C=CC=C=S. The value obtained for the energy above the lowest of the compared OMol25 structures with the same formula, charge and spin is 2.2714 eV.



The following is a DFT calculation (ωB97M-V/def2-TZVPD) of a single C5H6N2O molecule at a distorted geometry.

```
14
Properties=species:S:1:pos:R:3:forces:R:3:mulliken_charge:R:1
C 3.00232 -0.57051 0.99459 -3.47 1.58 0.68 -0.035
C -0.52295 -0.45495 -0.37132 1.60 -0.68 -2.16 -0.423
C -0.95096 1.50888 0.74547 -0.73 -0.68 0.80 -0.613
C 0.83973 -0.87301 0.15440 -0.34 1.57 1.10 0.491
C 1.63637 -0.05971 0.87384 2.10 -2.65 -1.74 -0.241
N 3.98448 -1.07963 1.23282 2.49 -1.18 0.10 -0.442
N -0.80127 0.94539 -0.41264 0.71 1.90 -0.17 -0.048
O 1.11986 -2.13513 -0.08727 1.56 -1.93 -1.05 -0.498
H -0.58064 -0.82499 -1.41938 -0.08 -0.15 0.68 0.406
H -1.30681 -0.81690 0.19856 -1.27 -1.53 1.07 0.223
H -1.31287 2.52575 0.80889 0.35 0.72 -0.99 0.187
H 1.42004 0.90222 1.14348 -0.55 2.09 0.53 0.364
H -0.75376 1.37678 -1.36391 -0.36 -0.14 0.94 0.291
H 2.09614 -2.41986 -0.00409 -2.00 1.08 0.22 0.340
```
Forces are in eV/Å.

The value obtained for the molecular weight is 110.1 g/mol. The value obtained for the energy above the lowest of the compared OMol25 structures with the same formula, charge and spin is 3.5525 eV.



The following is a DFT calculation (ωB97M-V/def2-TZVPD) of 3 unconnected molecules or ions with the total composition C31H22NO7P at a distorted geometry.

```
62
Properties=species:S:1:pos:R:3:forces:R:3:mulliken_charge:R:1
O -0.24441 -4.11501 0.33262 -0.34 0.32 -0.38 -0.677
C -0.91611 -3.38430 -0.38509 0.50 -0.92 0.60 0.567
C -1.94207 -2.49760 0.20077 -0.33 0.19 0.50 0.681
C -2.13168 -2.47877 1.58872 -0.23 0.23 0.08 -0.337
C -3.07112 -1.61468 2.15307 0.20 -0.25 -0.22 -0.814
C -3.82087 -0.76833 1.33663 0.03 -0.23 -0.41 -0.210
C -3.64592 -0.79823 -0.04784 -0.03 0.02 0.32 -0.944
C -2.70906 -1.66907 -0.61740 -0.25 0.27 0.52 0.161
C -2.54352 -1.70664 -2.08407 -0.85 0.86 -0.93 0.452
O -3.25569 -1.01861 -2.80631 0.44 -0.42 0.47 -0.693
C -1.50483 -2.57800 -2.66821 0.29 -0.20 -0.54 0.389
C -1.31491 -2.59418 -4.05637 0.24 -0.17 -0.10 -0.722
C -0.31300 -3.38917 -4.61495 -0.22 0.16 0.27 -0.479
C 0.50031 -4.16765 -3.79192 -0.14 0.07 0.37 -0.620
C 0.30319 -4.16399 -2.40937 0.04 -0.03 -0.35 -0.458
C -0.70549 -3.37121 -1.84644 0.31 -0.24 -0.52 0.066
H -1.54614 -3.13259 2.23270 -0.06 0.09 -0.27 0.532
H -3.21396 -1.59800 3.23132 0.05 -0.04 -0.19 0.460
H -4.54403 -0.08582 1.77754 0.16 -0.29 -0.22 0.488
H -4.23847 -0.13835 -0.67938 0.22 -0.25 0.00 0.474
H -1.94278 -1.98529 -4.70477 0.08 -0.08 0.32 0.464
H -0.16442 -3.39736 -5.69257 -0.04 0.02 0.21 0.415
H 1.28754 -4.77997 -4.22645 -0.15 0.12 0.11 0.406
H 0.94048 -4.77713 -1.77413 -0.25 0.20 -0.02 0.440
O 2.97546 -0.86468 -2.86273 0.11 0.48 0.46 -0.687
C 3.17789 -0.00801 -2.01104 -0.25 -1.02 -0.98 0.546
C 4.01712 1.16835 -2.31755 0.36 0.34 -0.42 0.172
C 4.56678 1.31337 -3.59800 0.16 0.27 -0.06 -0.491
C 5.32756 2.44179 -3.90715 -0.21 -0.24 0.18 -0.491
C 5.54025 3.42657 -2.94279 -0.18 -0.15 0.31 -0.443
C 5.00822 3.27541 -1.66124 0.14 0.06 -0.30 -0.541
C 4.25035 2.14103 -1.34615 0.32 0.33 -0.46 0.133
C 3.70658 1.98104 0.01717 0.27 0.98 1.09 0.647
O 3.95737 2.80851 0.88585 -0.15 -0.48 -0.53 -0.688
C 2.85166 0.81572 0.31798 -0.34 -0.29 0.40 0.413
C 2.30087 0.67312 1.59847 -0.22 -0.24 0.08 -0.911
C 1.46416 -0.40721 1.88244 0.25 0.31 -0.19 -0.760
C 1.17514 -1.34535 0.89187 0.17 0.13 -0.21 -0.281
C 1.73465 -1.21289 -0.38081 -0.13 -0.02 0.33 -0.586
C 2.57941 -0.13247 -0.66701 -0.40 -0.30 0.40 0.002
H 4.40032 0.55146 -4.35749 -0.07 0.10 0.31 0.453
H 5.74989 2.55513 -4.90320 -0.09 -0.04 0.18 0.385
H 6.12256 4.31211 -3.18756 -0.10 -0.17 0.07 0.396
H 5.18274 4.04581 -0.91196 -0.13 -0.30 -0.06 0.447
H 2.51808 1.40424 2.37543 0.05 -0.08 -0.31 0.474
H 1.03425 -0.51408 2.87601 0.06 0.03 -0.17 0.446
H 0.51529 -2.18220 1.11041 0.40 0.29 0.04 0.725
H 1.50645 -1.95150 -1.14762 0.21 0.26 0.08 0.586
C -0.75192 3.15280 4.32992 -0.53 -1.49 -2.54 -0.494
C -1.17812 2.39966 3.11855 0.99 2.21 3.09 -0.071
O -1.60597 0.98502 3.33670 -2.77 2.82 -0.24 -0.025
C -3.01777 1.11596 3.77309 -0.17 -2.97 5.29 0.536
O -3.32926 0.53356 4.94729 1.40 4.04 -8.10 -0.560
O -3.95853 1.80934 2.87948 1.25 -1.27 3.15 -0.231
P -5.12133 2.77618 3.75692 2.57 2.76 1.57 0.424
N -4.43478 4.16284 4.23177 -0.40 -2.49 -1.42 -0.719
H -1.14062 4.25293 4.52851 1.78 -2.07 -1.13 0.223
H 0.02774 2.68834 5.10092 -2.82 0.56 -1.24 0.225
H -1.14716 2.83401 2.02500 -0.95 -1.01 2.43 0.238
H -6.29737 2.93719 2.92946 0.87 -0.70 0.13 0.117
H -5.52314 2.07049 4.94136 -0.08 -0.26 -1.11 0.109
H -3.44780 4.19637 3.89957 -1.05 0.20 0.29 0.237
```
Forces are in eV/Å.

The value obtained for the molecular weight is 551.5 g/mol. The SMILES is O=C1c2ccccc2C(=O)c2ccccc21.O=C1c2ccccc2C(=O)c2ccccc21.C=COC(=O)O[PH2]=N. The value obtained for the energy above the lowest of the compared OMol25 structures with the same formula, charge and spin is 3.8311 eV.



The following is a DFT calculation (ωB97M-V/def2-TZVPD) of 15 unconnected molecules or ions with the total composition C3H34O16 at a distorted geometry.

```
53
Properties=species:S:1:pos:R:3:forces:R:3:mulliken_charge:R:1
O -1.05745 0.70909 -1.80185 -0.72 -1.11 -0.47 -0.216
C -2.06099 1.62096 -2.05743 1.06 -1.05 0.79 0.540
O -1.78860 2.77283 -2.17573 -0.76 0.58 -0.50 -0.578
C -3.38677 0.87770 -1.82307 1.48 1.37 0.34 -0.377
C -3.45459 0.99941 -0.29536 -2.19 -1.04 1.99 -0.645
H 1.98851 -1.68926 0.89401 0.00 0.37 -0.91 0.073
H -3.30561 -0.11968 -2.23861 -0.02 -0.23 0.35 0.246
H -4.18997 1.41076 -2.29660 -0.38 0.24 -0.14 0.321
H -3.87971 1.95784 0.10754 1.31 -0.38 -0.70 0.316
H -2.65539 0.54073 0.30956 0.55 1.04 -0.76 -0.143
H -4.20311 0.34842 0.17608 -0.57 -0.32 -0.83 0.416
H 2.57761 0.39678 -2.52060 -0.11 -0.25 0.24 0.319
H 2.74158 1.15165 -1.14981 -0.28 -0.34 0.09 0.270
O 2.96953 1.15326 -2.07950 0.31 0.52 -0.37 -0.614
H -0.43886 -1.89199 0.77760 -0.27 0.50 0.22 0.314
H 0.32443 -2.48725 -0.39651 0.44 0.13 -0.07 0.481
O -0.49026 -2.58154 0.10663 0.16 -0.36 0.26 -0.700
H -0.64075 3.26647 1.42901 -0.14 0.31 -0.07 0.266
H 0.80018 2.72513 1.66268 -0.17 0.14 -0.28 0.364
O 0.00134 2.64332 1.09464 0.03 -0.50 0.12 -0.563
H -4.34040 -2.89108 0.51324 0.49 -0.56 -0.19 0.304
H -3.55723 -2.49630 1.83300 0.71 -0.56 0.02 0.293
O -4.28254 -2.30497 1.25744 -1.17 1.16 0.15 -0.595
H 2.47399 -3.38045 -1.57288 0.14 -0.98 0.09 0.243
H 2.55343 -3.27777 0.07912 0.43 -0.82 -0.98 0.321
O 2.39409 -2.86645 -0.77900 -0.58 1.46 0.57 -0.592
H 0.16574 -0.74404 -3.45886 -0.64 -0.06 -0.45 0.320
H -0.18494 -0.11314 -4.88241 -0.20 -0.16 0.38 0.324
O 0.47883 -0.57308 -4.35834 0.63 -0.08 0.21 -0.681
H -0.67956 -3.27659 -1.53777 -0.46 -0.50 -0.32 0.409
H -0.53902 -4.01062 -2.96170 -0.06 -0.48 0.24 0.256
O -0.57921 -3.18263 -2.49384 0.21 0.91 -0.32 -0.570
H 1.42708 -2.28662 3.86044 -0.08 0.33 0.29 0.341
H 1.45010 -0.81251 4.37722 0.00 -0.54 0.00 0.332
O 2.00583 -1.59231 4.20978 -0.03 0.30 -0.46 -0.664
H -0.19190 1.09822 -1.70438 0.30 0.96 0.04 0.180
H 2.52562 -1.19967 2.12725 0.54 0.21 -0.06 0.297
O 2.70350 -1.10174 1.16751 -0.75 -0.44 1.42 -0.598
H -2.02821 2.07811 3.14912 0.18 0.31 0.06 0.288
H -2.73318 1.08525 4.06226 -0.13 -0.11 0.59 0.262
O -2.52012 1.25941 3.15299 -0.10 -0.13 -0.70 -0.531
H 3.01326 2.07845 2.22420 -0.22 0.61 0.38 0.405
H 2.75532 3.58467 2.55333 0.12 0.17 0.02 0.275
O 2.30602 2.75179 2.41267 0.02 -0.34 0.01 -0.668
H -0.92458 0.35623 1.70500 0.41 0.23 0.22 0.271
H 0.54309 0.05575 2.17608 0.16 0.67 -0.27 0.166
O -0.30359 -0.33370 1.97877 -0.40 -1.08 -0.03 -0.511
H 4.37688 0.90309 1.30836 -0.04 -0.27 0.75 0.348
H 3.68237 0.24378 2.51640 0.23 -0.21 -0.09 0.394
O 4.21707 1.00223 2.26999 0.40 0.18 -0.80 -0.725
H 2.01552 2.42626 -4.22892 -0.22 -0.23 0.20 0.313
H 0.77296 1.50588 -4.07907 0.28 -0.33 0.27 0.343
O 1.15268 2.20992 -4.59966 0.10 0.77 -0.54 -0.639
```
Forces are in eV/Å.

The value obtained for the molecular weight is 326.3 g/mol. The value obtained for the energy above the lowest of the compared OMol25 structures with the same formula, charge and spin is 0.0000 eV.



The following is a DFT calculation (ωB97M-V/def2-TZVPD) of a molecular structure, C10H18BrN3Zr.

```
33
Properties=species:S:1:pos:R:3:forces:R:3:mulliken_charge:R:1
Zr -0.01729 0.85746 -0.21716 0.03 0.07 0.20 1.449
N 2.13013 0.44196 0.12390 0.04 -0.20 0.13 -0.476
C 2.24311 1.20900 -1.15229 -0.22 0.17 -0.11 -0.867
C 1.85943 2.71420 -1.00920 0.00 0.08 -0.07 -0.214
C 0.38471 3.22829 -0.77761 0.04 -0.17 0.18 -0.896
C -0.15580 3.47199 0.67424 0.10 0.00 -0.13 -0.110
N -0.36002 2.18863 1.47680 0.01 -0.11 -0.05 -0.605
H 2.67626 0.88836 0.86985 -0.01 -0.01 0.01 0.314
H 2.51498 -0.50512 0.02778 0.02 0.01 0.01 0.337
H 1.63013 0.67146 -1.92699 0.01 0.02 -0.08 0.506
H 3.24697 1.14978 -1.58802 0.00 -0.02 0.01 0.528
H 2.14090 3.13941 -1.97622 0.07 0.02 0.03 0.434
H 2.51272 3.16733 -0.25792 0.01 0.01 -0.01 0.361
H -0.34691 2.71355 -1.47293 -0.06 0.09 0.00 0.404
H 0.35397 4.22628 -1.22973 -0.05 -0.01 -0.04 0.397
H -1.10545 4.00256 0.61844 0.00 0.00 0.00 0.451
H 0.56659 4.09973 1.19721 -0.01 0.00 0.01 0.398
H -1.29595 2.17645 1.90551 0.00 0.03 0.00 0.352
H 0.28152 2.14743 2.27858 -0.01 0.02 0.01 0.364
C -0.56415 -4.70962 1.18898 0.00 -0.01 0.00 -1.456
C -1.03969 -3.46588 0.51119 -0.08 -0.04 -0.03 0.328
C -2.22730 -3.46315 -0.25200 0.11 -0.01 0.03 -0.108
C -2.71021 -2.30473 -0.88483 0.02 0.05 0.00 -0.703
C -1.95319 -1.19181 -0.71353 0.24 0.03 0.21 0.625
Br -2.40695 0.55227 -1.44241 -0.01 -0.09 -0.16 0.024
N -0.79053 -1.11995 -0.00523 -0.13 0.06 -0.14 -0.330
C -0.34588 -2.27267 0.60359 -0.11 0.03 -0.03 -0.217
H -0.38456 -5.49294 0.44820 0.00 0.00 0.00 0.403
H -1.33665 -5.08137 1.86655 0.00 0.00 0.00 0.406
H 0.34903 -4.54940 1.75758 0.00 0.00 0.00 0.412
H -2.79209 -4.38626 -0.35661 -0.02 0.01 0.00 0.557
H -3.62611 -2.30669 -1.46581 -0.01 -0.01 0.01 0.466
H 0.56827 -2.19656 1.18009 0.01 -0.02 0.01 0.465
```
Forces are in eV/Å.

The value obtained for the molecular weight is 351.4 g/mol. The value obtained for the energy above the lowest of the compared OMol25 structures with the same formula, charge and spin is 0.1417 eV. As for the net charge: +4.



The following is a DFT calculation (ωB97M-V/def2-TZVPD) of a single C13H18F3NO4S molecule at a distorted geometry.

```
40
Properties=species:S:1:pos:R:3:forces:R:3:mulliken_charge:R:1
C -1.43155 5.15132 -0.53953 0.15 -0.22 0.05 -1.353
C -0.44155 4.01075 -0.32346 -0.10 0.33 -0.17 -0.279
C -0.86716 3.09814 0.80716 0.77 -0.45 -0.12 -0.607
S 0.43356 1.87591 1.07636 0.01 -0.25 -0.18 1.288
O 1.69052 2.54819 1.22480 -0.02 0.34 -0.18 -0.714
O 0.03581 0.93497 2.07810 -0.32 0.04 -0.07 -0.661
N 0.52182 1.09399 -0.42547 0.28 0.75 0.62 -0.315
C 0.00737 -0.18738 -0.57292 -0.21 -0.90 -0.13 0.399
C -1.26035 -0.50769 -0.11531 0.00 -0.41 -0.21 -0.286
C -1.75064 -1.79375 -0.29322 -0.07 0.09 0.02 -0.471
C -3.11516 -2.15192 0.21945 -0.26 -0.16 0.08 0.877
F -3.06657 -2.84137 1.37394 0.19 -0.05 0.14 -0.260
F -3.79773 -2.92821 -0.64186 0.10 -0.10 -0.22 -0.274
F -3.88838 -1.08120 0.45244 0.07 0.30 0.01 -0.273
C -0.98994 -2.76540 -0.92638 -0.04 0.17 0.10 -1.116
C 0.27890 -2.45029 -1.37884 0.08 0.04 -0.02 -0.611
C 0.79197 -1.17444 -1.19948 -0.23 0.29 0.24 0.753
O 2.02524 -0.77799 -1.64874 -0.47 0.21 -0.17 -0.497
C 3.14352 -1.58621 -1.30874 0.49 -0.08 0.52 -0.606
C 3.72342 -1.22152 0.07404 -0.14 -0.17 -0.33 -0.255
O 4.74706 -0.26575 0.01614 0.17 0.00 0.01 -0.435
C 4.31860 1.04319 -0.29505 0.01 0.00 0.06 -0.446
H -2.41741 4.76158 -0.78137 -0.15 0.02 -0.04 0.349
H -1.51318 5.76200 0.35606 -0.05 0.12 0.08 0.355
H -1.10197 5.78500 -1.35818 -0.02 0.08 -0.06 0.374
H -0.35117 3.42108 -1.23737 0.05 0.04 0.01 0.284
H 0.54444 4.41132 -0.08288 0.00 0.01 -0.08 0.282
H -0.97324 3.63187 1.74852 0.02 -0.04 0.16 0.441
H -1.77939 2.55166 0.58939 -0.14 -0.10 0.02 0.350
H 1.44579 1.17975 -0.83085 0.11 0.19 0.09 0.343
H -1.84810 0.23268 0.39959 -0.13 0.04 0.00 0.464
H -1.38757 -3.75773 -1.06870 -0.03 -0.09 -0.03 0.433
H 0.86744 -3.20568 -1.87590 0.08 -0.03 -0.07 0.496
H 3.89715 -1.39375 -2.07644 -0.05 -0.09 0.09 0.375
H 2.87851 -2.64572 -1.32703 -0.02 0.06 -0.06 0.341
H 2.90567 -0.88446 0.73118 0.04 -0.09 -0.02 0.255
H 4.18908 -2.10728 0.51256 -0.12 0.02 -0.01 0.338
H 3.59252 1.41404 0.43733 0.06 -0.05 -0.06 0.163
H 3.88363 1.09413 -1.29979 0.01 0.05 -0.02 0.196
H 5.21135 1.66418 -0.26208 -0.07 0.08 -0.04 0.304
```
Forces are in eV/Å.

The value obtained for the molecular weight is 341.4 g/mol. The SMILES is CCCS(=O)(=O)Nc1cc(C(F)(F)F)ccc1OCCOC. The value obtained for the energy above the lowest of the compared OMol25 structures with the same formula, charge and spin is 0.0000 eV.



In eV, the orbital gap values for the records above are, in order, 7.93 9.02 8.06 9.66 6.32 9.57.